The following is a DFT calculation (the ωB97M-V functional and the def2-TZVPD basis) of C49H41IN6P2Se2Tc as an isolated structure at a distorted geometry.

Atoms and positions in Å:
Tc 0.10954 -0.33901 -0.36344
I 2.52643 0.00124 -1.73302
C 2.38190 1.11260 -3.56629
C 3.48341 0.89411 -4.34699
C 3.64838 1.56992 -5.56341
C 2.69881 2.46300 -5.95056
C 1.54900 2.70175 -5.16375
C 0.61815 3.64861 -5.63442
C -0.49702 3.94790 -4.91275
C -0.72946 3.26605 -3.71692
C 0.12232 2.29706 -3.21571
P -0.63890 1.53754 -1.68848
C -0.81062 3.12046 -0.78204
C 0.40034 3.68792 -0.38052
C 0.43102 4.95008 0.18535
C -0.74724 5.66792 0.33986
C -1.95014 5.10980 -0.05494
C -1.98826 3.83734 -0.60943
C -2.26840 1.07090 -2.38601
C -3.42089 1.11393 -1.60865
C -4.65488 0.78464 -2.15333
C -4.74804 0.38459 -3.47623
C -3.59660 0.29226 -4.24722
C -2.36589 0.63136 -3.70842
C 1.33370 2.00759 -3.91993
H 4.24565 0.19712 -4.02521
H 4.52425 1.38124 -6.16776
H 2.80922 3.02221 -6.87057
H 0.81521 4.14055 -6.57827
H -1.20645 4.68871 -5.25488
H -1.63372 3.50383 -3.17598
H 1.32804 3.15166 -0.54281
H 1.37666 5.38084 0.48904
H -0.72470 6.66394 0.76135
H -2.87229 5.66484 0.05812
H -2.93924 3.43085 -0.92514
H -3.36344 1.43086 -0.57458
H -5.54502 0.84806 -1.53852
H -5.70886 0.16040 -3.91996
H -3.65756 -0.02734 -5.27939
H -1.48757 0.58825 -4.33741
Se 1.11537 0.94674 1.43255
P 0.14910 2.04758 3.14567
Se -1.92674 2.38828 2.91308
C 0.55825 1.02693 4.59770
C 1.90062 0.77069 4.87620
C 2.23848 0.04132 6.00380
C 1.24124 -0.43455 6.84732
C -0.09202 -0.18152 6.56286
C -0.43996 0.55396 5.43733
C 1.15157 3.55404 3.32630
C 2.43269 3.67505 2.79651
C 3.15567 4.83887 3.00864
C 2.60606 5.87374 3.75184
C 1.33359 5.74496 4.29018
C 0.60062 4.58829 4.07783
H 2.67128 1.15480 4.21829
H 3.27882 -0.14735 6.23418
H 1.50815 -0.99872 7.73110
H -0.86773 -0.54272 7.22510
H -1.47834 0.76698 5.21818
H 2.86493 2.87202 2.21572
H 4.15057 4.93396 2.59428
H 3.17150 6.78222 3.91089
H 0.91148 6.54719 4.88048
H -0.39608 4.48739 4.48939
N 0.57468 -1.81724 2.94924
C -0.35447 -2.38454 2.19328
N -1.17410 -3.23626 2.79594
C -2.07375 -3.86022 2.04442
N -2.93245 -4.67816 2.64621
N -2.14601 -3.72353 0.70161
C -1.32334 -2.84906 0.18200
N -0.43685 -2.07246 0.85323
C -1.29736 -2.72262 -1.28500
C -1.90322 -3.66820 -2.09680
C -1.69625 -3.61594 -3.46362
C -0.87354 -2.61593 -3.96353
C -0.35225 -1.67817 -3.09713
N -0.56632 -1.69958 -1.77347
H 0.63178 -2.09992 3.91486
H 1.31799 -1.27163 2.54360
H -2.83096 -4.82882 3.63561
H -3.57723 -5.23626 2.11626
H -2.49401 -4.44132 -1.62831
H -2.14143 -4.35068 -4.11987
H -0.63340 -2.56410 -5.01591
H 0.26657 -0.87553 -3.47425
C -3.21654 -0.22541 1.33930
C -4.57242 -0.30526 1.49728
C -5.34308 -1.26263 0.76889
C -6.69716 -1.32849 0.95142
C -7.32758 -0.45694 1.84992
C -6.59476 0.48629 2.57848
C -5.23832 0.56821 2.41017
H -2.61988 0.49455 1.90505
H -2.71342 -0.88057 0.64283
H -4.83912 -1.92480 0.07450
H -7.28682 -2.05220 0.40553
H -8.40012 -0.51453 1.98374
H -7.10007 1.13466 3.28061
H -4.64828 1.29915 2.95222

Summary:
HOMO energy (alpha / beta), Eh: -0.434 / -0.442
⟨S²⟩: 3.777
Spin multiplicity: 4
Charge: +2
E_tot, hartree: -8084.02669
M, g mol⁻¹: 1158.68

Results of the natural (NBO) charge analysis, in e, for atoms 1 through 99: number 1, Tc, carries 0.391; number 2, I, carries 0.308; number 3, C, carries -0.139; number 4, C, carries -0.230; number 5, C, carries -0.204; number 6, C, carries -0.141; number 7, C, carries -0.076; number 8, C, carries -0.129; number 9, C, carries -0.213; number 10, C, carries -0.157; number 11, C, carries -0.363; number 12, P, carries 1.013; number 13, C, carries -0.375; number 14, C, carries -0.204; number 15, C, carries -0.191; number 16, C, carries -0.183; number 17, C, carries -0.213; number 18, C, carries -0.157; number 19, C, carries -0.259; number 20, C, carries -0.282; number 21, C, carries -0.155; number 22, C, carries -0.212; number 23, C, carries -0.188; number 24, C, carries -0.236; number 25, C, carries -0.018; number 26, H, carries 0.236; number 27, H, carries 0.240; number 28, H, carries 0.230; number 29, H, carries 0.230; number 30, H, carries 0.236; number 31, H, carries 0.223; number 32, H, carries 0.223; number 33, H, carries 0.230; number 34, H, carries 0.229; number 35, H, carries 0.225; number 36, H, carries 0.205; number 37, H, carries 0.213; number 38, H, carries 0.208; number 39, H, carries 0.232; number 40, H, carries 0.230; number 41, H, carries 0.225; number 42, Se, carries -0.395; number 43, P, carries 1.071; number 44, Se, carries -0.535; number 45, C, carries -0.326; number 46, C, carries -0.218; number 47, C, carries -0.209; number 48, C, carries -0.189; number 49, C, carries -0.199; number 50, C, carries -0.226; number 51, C, carries -0.440; number 52, C, carries -0.204; number 53, C, carries -0.199; number 54, C, carries -0.178; number 55, C, carries -0.217; number 56, C, carries -0.119; number 57, H, carries 0.227; number 58, H, carries 0.232; number 59, H, carries 0.232; number 60, H, carries 0.226; number 61, H, carries 0.238; number 62, H, carries 0.230; number 63, H, carries 0.227; number 64, H, carries 0.231; number 65, H, carries 0.230; number 66, H, carries 0.228; number 67, N, carries -0.744; number 68, C, carries 0.630; number 69, N, carries -0.563; number 70, C, carries 0.605; number 71, N, carries -0.743; number 72, N, carries -0.555; number 73, C, carries 0.441; number 74, N, carries -0.626; number 75, C, carries 0.142; number 76, C, carries -0.190; number 77, C, carries -0.120; number 78, C, carries -0.212; number 79, C, carries 0.084; number 80, N, carries -0.456; number 81, H, carries 0.431; number 82, H, carries 0.433; number 83, H, carries 0.425; number 84, H, carries 0.419; number 85, H, carries 0.262; number 86, H, carries 0.247; number 87, H, carries 0.249; number 88, H, carries 0.225; number 89, C, carries -0.021; number 90, C, carries -0.139; number 91, C, carries -0.068; number 92, C, carries -0.243; number 93, C, carries -0.014; number 94, C, carries -0.246; number 95, C, carries -0.055; number 96, H, carries 0.247; number 97, H, carries 0.197; number 98, H, carries 0.236; number 99, H, carries 0.248